1.
{
  "formula": "C33H30F3NO4RuSSb",
  "method": "wB97M-V/def2-TZVPD",
  "homo_lumo_gap_ev": [6.176, 6.177],
  "charge": 1,
  "symbols": ["Ru", "C", "C", "C", "C", "C", "C", "C", "S", "O", "O", "N", "C", "C", "O", "O", "H", "H", "H", "H", "H", "H", "H", "H", "H", "F", "C", "C", "C", "C", "C", "C", "Sb", "C", "C", "C", "C", "F", "C", "C", "C", "C", "C", "C", "F", "C", "C", "H", "H", "H", "H", "H", "H", "H", "H", "H", "H", "H", "H", "C", "C", "C", "C", "C", "C", "H", "H", "H", "H", "H", "H", "H", "H", "H"],
  "xyz": [[-0.35, -0.62, -1.31], [2.33, -6.40, 0.53], [1.31, -5.49, -0.10], [1.59, -4.14, -0.33], [0.65, -3.32, -0.93], [-0.58, -3.84, -1.31], [-0.88, -5.18, -1.09], [0.07, -5.99, -0.50], [-1.85, -2.78, -1.85], [-2.15, -1.89, -0.69], [-2.92, -3.47, -2.47], [-1.03, -1.69, -2.78], [-1.82, -0.93, -3.75], [-2.29, 0.39, -3.11], [-3.20, 1.05, -3.50], [-1.53, 0.76, -2.07], [3.19, -5.84, 0.88], [2.67, -7.14, -0.20], [1.89, -6.95, 1.37], [2.55, -3.74, -0.05], [0.98, -2.30, -1.18], [-1.85, -5.57, -1.38], [-0.16, -7.04, -0.33], [-2.65, -1.50, -4.15], [-1.15, -0.65, -4.57], [2.64, -0.35, 5.64], [1.87, -0.09, 4.58], [1.36, -1.14, 3.85], [0.56, -0.86, 2.75], [0.29, 0.46, 2.41], [0.82, 1.51, 3.16], [1.62, 1.24, 4.26], [-0.93, 0.86, 0.75], [-0.91, 2.93, 0.43], [-1.58, 3.72, 1.36], [-1.61, 5.10, 1.21], [-0.96, 5.65, 0.12], [-0.98, 6.98, -0.03], [-0.30, 4.89, -0.82], [-0.28, 3.51, -0.66], [-2.91, 0.51, 1.30], [-3.92, 0.97, 0.46], [-5.24, 0.71, 0.76], [-5.53, -0.02, 1.91], [-6.81, -0.27, 2.20], [-4.54, -0.49, 2.76], [-3.22, -0.22, 2.45], [1.59, -2.16, 4.15], [0.16, -1.68, 2.17], [0.62, 2.54, 2.90], [2.05, 2.02, 4.86], [-2.11, 3.27, 2.19], [-2.13, 5.74, 1.91], [0.17, 5.37, -1.67], [0.21, 2.90, -1.41], [-3.68, 1.52, -0.44], [-6.05, 1.05, 0.13], [-4.82, -1.05, 3.64], [-2.44, -0.58, 3.11], [4.39, 1.55, -0.65], [3.43, 1.89, -1.80], [3.12, 3.39, -1.81], [4.07, 1.48, -3.15], [2.20, 1.12, -1.64], [1.21, 0.41, -1.53], [5.31, 2.12, -0.77], [4.63, 0.48, -0.65], [3.95, 1.81, 0.32], [4.05, 3.96, -1.94], [2.67, 3.71, -0.86], [2.44, 3.65, -2.62], [4.99, 2.04, -3.27], [3.41, 1.71, -3.98], [4.30, 0.41, -3.16]],
  "lowdin_charge": [1.028, -0.032, -0.242, -0.012, -0.083, -0.294, -0.024, -0.004, 0.658, -0.367, -0.213, -0.282, -0.120, -0.571, 0.135, -0.248, 0.081, 0.095, 0.091, 0.124, 0.068, 0.125, 0.130, 0.130, 0.137, 0.090, -0.270, 0.007, -0.127, -0.373, -0.098, 0.013, 1.655, -0.353, -0.112, 0.014, -0.265, 0.091, 0.014, -0.108, -0.380, -0.099, 0.021, -0.266, 0.088, 0.010, -0.102, 0.127, 0.099, 0.100, 0.129, 0.111, 0.129, 0.128, 0.076, 0.107, 0.131, 0.127, 0.100, -0.033, -0.615, -0.045, -0.031, -0.048, -0.178, 0.095, 0.090, 0.087, 0.095, 0.082, 0.092, 0.096, 0.093, 0.092]
}

2.
{
  "formula": "C16H23BrClNO2",
  "method": "wB97M-V/def2-TZVPD",
  "homo_lumo_gap_ev": 9.172,
  "charge": 0,
  "relative_energy_kcal_mol": 0.0,
  "smiles": "CC1CCN(CCOCCOc2ccc(Cl)cc2Br)CC1",
  "symbols": ["C", "C", "C", "C", "N", "C", "C", "O", "C", "C", "O", "C", "C", "C", "C", "Cl", "C", "C", "Br", "C", "C", "H", "H", "H", "H", "H", "H", "H", "H", "H", "H", "H", "H", "H", "H", "H", "H", "H", "H", "H", "H", "H", "H", "H"],
  "xyz": [[-4.09, -0.51, -1.21], [-2.73, -1.21, -1.15], [-1.70, -0.48, -2.02], [-0.33, -1.13, -1.89], [0.11, -1.12, -0.50], [1.48, -1.59, -0.39], [2.04, -1.34, 1.02], [3.44, -1.23, 1.10], [4.04, -0.10, 0.50], [3.61, 1.25, 1.10], [2.63, 1.86, 0.29], [1.34, 2.01, 0.66], [0.81, 1.92, 1.95], [-0.54, 2.12, 2.18], [-1.38, 2.44, 1.13], [-3.07, 2.70, 1.42], [-0.89, 2.57, -0.16], [0.45, 2.34, -0.38], [1.16, 2.45, -2.12], [-0.81, -1.88, 0.32], [-2.20, -1.25, 0.28], [-4.01, 0.50, -0.83], [-4.46, -0.47, -2.23], [-4.82, -1.05, -0.61], [-2.84, -2.23, -1.52], [-1.63, 0.55, -1.69], [-2.01, -0.50, -3.06], [0.39, -0.57, -2.49], [-0.37, -2.17, -2.28], [1.58, -2.66, -0.65], [2.07, -1.02, -1.11], [1.54, -0.45, 1.43], [1.81, -2.19, 1.68], [5.11, -0.25, 0.67], [3.86, -0.06, -0.58], [4.47, 1.93, 1.10], [3.28, 1.11, 2.13], [1.45, 1.69, 2.79], [-0.93, 2.03, 3.18], [-1.54, 2.84, -0.98], [-0.45, -1.89, 1.35], [-0.87, -2.93, -0.03], [-2.13, -0.24, 0.67], [-2.87, -1.82, 0.92]],
  "nbo_charge": [-0.598, -0.217, -0.394, -0.219, -0.449, -0.248, -0.071, -0.527, -0.088, -0.102, -0.514, 0.363, -0.294, -0.214, -0.064, 0.008, -0.237, -0.135, 0.079, -0.219, -0.403, 0.205, 0.206, 0.207, 0.191, 0.201, 0.208, 0.207, 0.157, 0.169, 0.202, 0.169, 0.189, 0.197, 0.179, 0.200, 0.187, 0.224, 0.231, 0.244, 0.198, 0.159, 0.207, 0.207]
}

3.
{
  "formula": "C23H21LiN3Si",
  "method": "wB97M-V/def2-TZVPD",
  "homo_lumo_gap_ev": 6.443,
  "charge": -1,
  "symbols": ["Li", "C", "C", "N", "C", "C", "C", "C", "C", "C", "C", "N", "C", "C", "C", "C", "C", "C", "C", "C", "N", "C", "H", "H", "H", "H", "H", "H", "H", "H", "H", "H", "H", "H", "C", "Si", "C", "C", "C", "C", "H", "H", "H", "H", "H", "H", "H", "H", "H"],
  "xyz": [[-0.78, 0.92, -0.82], [3.37, 0.05, -2.03], [2.09, 0.62, -2.16], [1.00, 0.05, -1.72], [1.10, -1.16, -1.10], [2.33, -1.81, -0.92], [3.49, -1.16, -1.41], [2.39, -3.06, -0.25], [1.23, -3.61, 0.22], [-0.02, -2.98, 0.04], [-0.15, -1.76, -0.61], [-1.25, -1.00, -0.86], [-2.54, -1.36, -0.89], [-3.14, -2.59, -0.62], [-4.53, -2.79, -0.78], [-5.37, -1.80, -1.20], [-4.82, -0.53, -1.49], [-5.61, 0.55, -1.95], [-5.04, 1.75, -2.23], [-3.65, 1.89, -2.04], [-2.89, 0.92, -1.61], [-3.44, -0.29, -1.33], [4.24, 0.58, -2.40], [1.98, 1.60, -2.61], [4.45, -1.63, -1.27], [3.35, -3.55, -0.11], [1.26, -4.55, 0.75], [-0.88, -3.44, 0.50], [-2.55, -3.43, -0.31], [-4.93, -3.78, -0.57], [-6.44, -1.97, -1.31], [-6.68, 0.39, -2.08], [-5.62, 2.59, -2.59], [-3.17, 2.84, -2.23], [2.91, 3.99, 3.01], [2.50, 2.24, 2.50], [3.99, 1.53, 1.62], [2.23, 1.25, 4.07], [1.06, 2.18, 1.44], [0.16, 2.02, 0.61], [3.79, 4.00, 3.67], [2.07, 4.45, 3.54], [3.13, 4.61, 2.13], [4.89, 1.56, 2.24], [4.18, 2.08, 0.70], [3.80, 0.49, 1.34], [3.10, 1.32, 4.73], [2.06, 0.19, 3.83], [1.35, 1.61, 4.60]],
  "nbo_charge": [0.815, -0.271, 0.057, -0.448, 0.207, -0.097, -0.151, -0.267, -0.182, -0.314, 0.194, -0.676, 0.194, -0.336, -0.172, -0.292, -0.098, -0.152, -0.277, 0.037, -0.450, 0.208, 0.208, 0.185, 0.202, 0.195, 0.196, 0.201, 0.203, 0.195, 0.194, 0.201, 0.207, 0.185, -1.102, 1.622, -1.104, -1.103, -0.846, -0.396, 0.212, 0.230, 0.229, 0.212, 0.229, 0.237, 0.212, 0.236, 0.231]
}

4.
{
  "formula": "C53H90BF13O18S",
  "method": "wB97M-V/def2-TZVPD",
  "homo_lumo_gap_ev": 8.674,
  "charge": 0,
  "relative_energy_kcal_mol": 0.0,
  "symbols": ["C", "C", "O", "C", "C", "O", "C", "C", "C", "C", "C", "F", "F", "C", "F", "F", "C", "F", "F", "C", "F", "F", "S", "F", "F", "F", "F", "F", "C", "O", "C", "C", "B", "O", "O", "C", "C", "O", "H", "H", "H", "H", "H", "H", "H", "H", "H", "H", "H", "H", "H", "H", "H", "H", "H", "H", "C", "C", "O", "C", "H", "H", "H", "H", "H", "H", "C", "C", "O", "C", "H", "H", "H", "H", "H", "H", "C", "C", "O", "C", "H", "H", "H", "H", "H", "H", "C", "C", "O", "C", "H", "H", "H", "H", "H", "H", "C", "C", "O", "C", "H", "H", "H", "H", "H", "H", "C", "C", "O", "C", "H", "H", "H", "H", "H", "H", "C", "C", "O", "C", "H", "H", "H", "H", "H", "H", "C", "C", "O", "C", "H", "H", "H", "H", "H", "H", "C", "C", "O", "C", "H", "H", "H", "H", "H", "H", "C", "C", "O", "C", "H", "H", "H", "H", "H", "H", "C", "C", "O", "C", "H", "H", "H", "H", "H", "H", "C", "C", "O", "C", "H", "H", "H", "H", "H", "H"],
  "xyz": [[2.03, -1.74, 0.24], [1.34, -0.40, 0.56], [0.18, -0.31, -0.26], [-0.49, 0.93, -0.04], [-0.22, 1.94, -1.16], [-1.22, 2.03, -2.18], [-1.75, 0.82, -2.50], [-3.07, 0.63, -2.43], [-4.09, 1.68, -2.02], [-3.96, 2.17, -0.57], [-4.51, 1.17, 0.46], [-4.10, -0.07, 0.17], [-3.96, 1.48, 1.65], [-6.05, 1.24, 0.60], [-6.66, 1.55, -0.54], [-6.30, 2.26, 1.43], [-6.69, -0.03, 1.28], [-7.76, 0.39, 1.94], [-5.82, -0.47, 2.17], [-7.11, -1.08, 0.22], [-8.25, -0.66, -0.29], [-6.27, -1.13, -0.79], [-7.37, -2.85, 0.86], [-8.91, -2.87, 0.44], [-7.77, -2.32, 2.30], [-5.83, -2.95, 1.24], [-7.02, -3.45, -0.58], [-7.54, -4.33, 1.40], [-3.65, -0.72, -2.76], [-4.81, -0.85, -3.08], [-2.77, -1.94, -2.62], [-3.46, -3.28, -2.43], [-3.40, -3.83, -0.95], [-4.40, -4.76, -0.59], [-2.44, -3.46, -0.02], [-1.44, -1.73, -2.71], [-0.89, -0.35, -2.94], [0.19, -0.23, -3.45], [2.96, -1.79, 0.82], [1.39, -2.55, 0.56], [2.24, -1.84, -0.83], [2.02, 0.43, 0.34], [1.06, -0.45, 1.62], [-1.55, 0.75, 0.16], [-0.07, 1.36, 0.88], [-0.18, 2.93, -0.69], [0.79, 1.75, -1.55], [-3.92, 2.55, -2.65], [-5.07, 1.29, -2.28], [-4.59, 3.07, -0.48], [-2.95, 2.48, -0.33], [-3.09, -4.01, -3.15], [-4.52, -3.15, -2.68], [-4.63, -4.68, 0.34], [-2.78, -3.66, 0.85], [-0.78, -2.58, -2.64], [1.37, -4.57, 4.58], [1.31, -3.21, 3.94], [1.47, -3.05, 2.75], [1.05, -2.04, 4.86], [1.57, -5.32, 3.81], [2.17, -4.59, 5.31], [0.42, -4.80, 5.06], [1.83, -1.97, 5.61], [0.08, -2.16, 5.35], [1.03, -1.12, 4.28], [6.03, -3.90, 5.62], [5.06, -3.71, 6.75], [3.93, -3.32, 6.56], [5.56, -4.01, 8.14], [5.54, -3.64, 4.68], [6.89, -3.25, 5.75], [6.35, -4.94, 5.57], [6.40, -3.37, 8.39], [5.86, -5.06, 8.21], [4.76, -3.83, 8.86], [4.44, 4.80, -1.78], [3.93, 3.42, -1.51], [3.46, 3.12, -0.42], [4.03, 2.41, -2.63], [4.31, 5.42, -0.89], [5.51, 4.76, -2.03], [3.89, 5.25, -2.60], [5.06, 2.27, -2.91], [3.45, 2.76, -3.49], [3.62, 1.46, -2.29], [0.98, -5.14, -5.02], [-0.31, -5.48, -4.31], [-1.07, -4.62, -3.94], [-0.59, -6.94, -4.07], [1.05, -4.06, -5.12], [1.83, -5.51, -4.45], [0.98, -5.59, -6.02], [0.19, -7.39, -3.46], [-0.66, -7.47, -5.03], [-1.54, -7.05, -3.55], [3.18, -1.57, 10.67], [4.23, -1.91, 11.71], [5.34, -2.25, 11.39], [3.82, -1.80, 13.15], [3.61, -1.68, 9.67], [2.33, -2.23, 10.77], [2.86, -0.53, 10.80], [2.99, -2.48, 13.36], [3.52, -0.78, 13.38], [4.66, -2.07, 13.79], [-11.08, -1.00, -1.41], [-12.54, -0.85, -1.77], [-13.09, -1.64, -2.50], [-13.28, 0.33, -1.18], [-10.68, -1.88, -1.90], [-10.52, -0.12, -1.75], [-10.97, -1.11, -0.33], [-12.81, 1.26, -1.50], [-13.26, 0.27, -0.09], [-14.31, 0.31, -1.52], [-8.24, 6.92, 3.10], [-7.02, 6.57, 2.28], [-6.28, 7.43, 1.86], [-6.76, 5.11, 2.01], [-8.30, 8.00, 3.22], [-9.14, 6.56, 2.60], [-8.16, 6.46, 4.09], [-7.60, 4.68, 1.46], [-6.62, 4.58, 2.95], [-5.85, 5.01, 1.42], [2.49, 6.33, 1.48], [2.40, 7.64, 0.74], [2.64, 7.72, -0.45], [1.99, 8.86, 1.53], [2.79, 5.54, 0.80], [3.24, 6.41, 2.28], [1.52, 6.08, 1.91], [2.71, 9.04, 2.33], [1.00, 8.71, 1.96], [1.96, 9.73, 0.87], [-7.39, -4.81, -4.18], [-7.63, -3.51, -4.91], [-7.25, -3.34, -6.04], [-8.36, -2.43, -4.15], [-6.86, -5.50, -4.83], [-6.78, -4.63, -3.29], [-8.34, -5.26, -3.89], [-7.79, -2.15, -3.26], [-9.35, -2.77, -3.86], [-8.46, -1.55, -4.78], [8.11, 1.07, -5.94], [6.89, 0.75, -5.12], [6.16, 1.62, -4.69], [6.60, -0.71, -4.86], [8.20, 2.15, -6.05], [9.00, 0.70, -5.44], [8.03, 0.62, -6.93], [7.43, -1.16, -4.32], [6.46, -1.23, -5.81], [5.69, -0.80, -4.27], [7.74, 3.98, 0.06], [8.18, 5.17, -0.75], [7.62, 5.47, -1.78], [9.34, 5.97, -0.23], [6.89, 3.49, -0.42], [8.55, 3.26, 0.15], [7.43, 4.30, 1.06], [10.23, 5.33, -0.16], [9.11, 6.38, 0.75], [9.55, 6.79, -0.91], [12.86, 0.08, -5.07], [12.10, 0.01, -6.37], [10.95, 0.38, -6.44], [12.83, -0.54, -7.57], [12.22, 0.49, -4.29], [13.19, -0.92, -4.77], [13.74, 0.72, -5.18], [13.15, -1.56, -7.38], [13.70, 0.08, -7.79], [12.16, -0.53, -8.43]],
  "lowdin_charge": [-0.076, -0.251, -0.152, -0.166, -0.118, -0.013, -0.170, -0.051, -0.083, -0.038, -0.444, 0.144, 0.123, -0.368, 0.179, 0.145, -0.395, 0.172, 0.172, -0.447, 0.142, 0.157, 0.814, -0.135, -0.112, -0.128, -0.136, -0.114, -0.283, 0.100, -0.109, -0.005, -0.606, 0.123, 0.172, 0.088, -0.300, 0.133, 0.074, 0.049, 0.076, 0.116, 0.108, 0.114, 0.124, 0.130, 0.127, 0.135, 0.109, 0.132, 0.123, 0.102, 0.102, 0.068, 0.094, 0.121, -0.018, -0.480, 0.060, -0.013, 0.082, 0.062, 0.085, 0.071, 0.086, 0.075, -0.018, -0.493, 0.050, -0.017, 0.082, 0.087, 0.086, 0.092, 0.089, 0.067, -0.013, -0.499, 0.033, -0.018, 0.063, 0.057, 0.097, 0.054, 0.096, 0.079, -0.016, -0.480, 0.068, -0.017, 0.084, 0.086, 0.086, 0.086, 0.086, 0.082, -0.022, -0.506, 0.063, -0.025, 0.071, 0.088, 0.086, 0.085, 0.085, 0.081, -0.031, -0.503, 0.073, -0.025, 0.070, 0.088, 0.080, 0.084, 0.084, 0.081, -0.026, -0.505, 0.072, -0.036, 0.080, 0.084, 0.084, 0.085, 0.087, 0.076, -0.018, -0.504, 0.069, -0.028, 0.056, 0.087, 0.086, 0.082, 0.084, 0.080, -0.016, -0.501, 0.071, -0.016, 0.081, 0.072, 0.085, 0.071, 0.078, 0.085, -0.030, -0.486, 0.054, -0.019, 0.088, 0.056, 0.090, 0.083, 0.084, 0.080, -0.011, -0.495, 0.065, -0.025, 0.072, 0.086, 0.089, 0.084, 0.084, 0.081, -0.020, -0.489, 0.058, -0.021, 0.081, 0.086, 0.086, 0.086, 0.086, 0.082]
}

5.
{
  "formula": "C2H2FLi",
  "method": "wB97M-V/def2-TZVPD",
  "homo_lumo_gap_ev": [3.373, 8.708],
  "charge": -1,
  "multiplicity": 2,
  "relative_energy_kcal_mol": 0.0,
  "symbols": ["F", "C", "C", "H", "H", "Li"],
  "xyz": [[-1.13, 0.29, 0.93], [-0.14, 0.29, -0.23], [0.80, -0.61, -0.39], [-0.29, 1.29, -0.68], [0.73, -1.50, 0.26], [1.59, -0.56, -2.36]],
  "nbo_charge": [-0.496, 0.055, -0.872, 0.149, 0.175, -0.011]
}